1.
This record from the Open Molecules 2025 dataset describes C20H45Cl3O2P2Sn as an isolated structure in a non-equilibrium geometry. The level of theory is ωB97M-V with the def2-TZVPD basis set.

```
73
Properties=species:S:1:pos:R:3:forces:R:3:lowdin_charge:R:1
Sn 0.04407 0.07826 -0.16184 -0.85 0.07 2.17 0.682
Cl -0.78566 2.45883 -0.35023 -0.14 -0.92 -0.29 0.168
Cl -2.71529 -0.36361 4.48775 0.85 0.83 0.26 0.641
Cl -0.14263 0.83991 5.23892 -0.17 0.13 0.60 0.676
P 2.46928 0.72398 0.13871 -0.63 0.58 -0.06 0.940
P -2.25654 -1.10311 -0.16672 -0.06 0.40 -0.01 1.005
O -0.21690 2.20071 2.55530 -1.27 -0.52 1.27 -0.062
O -1.38111 0.38147 1.84045 3.59 2.29 2.88 -0.441
C -3.76690 0.53452 1.60157 -0.50 -0.32 0.32 -0.136
C -3.58545 -2.56273 -2.17271 0.04 -0.20 -0.85 -0.123
C 2.19515 3.00679 -1.42221 -0.23 0.09 -0.48 -0.146
C -2.29997 -1.79170 -1.91890 0.04 -0.14 1.50 -0.547
C 2.76415 2.53158 -0.09437 1.44 -1.01 0.15 -0.549
C 3.01974 0.04487 1.79080 -0.12 -0.06 -1.28 -0.542
C 4.76796 0.48316 -1.36108 0.73 -0.45 -0.70 -0.131
C 4.49095 0.33204 1.99625 0.19 -0.66 0.66 -0.118
C 2.72399 -0.47257 -2.47347 0.02 -0.34 -0.47 -0.153
C -1.56278 -2.51281 2.25316 0.47 0.91 0.83 -0.163
C 2.31727 3.36303 1.09339 -0.06 0.40 0.29 -0.105
C 2.19364 0.49139 2.97579 0.01 -0.14 0.82 -0.175
C -3.76884 -3.01407 1.20113 -0.30 -0.83 0.17 -0.122
C -2.00185 -0.74670 -2.99187 -0.34 0.28 -0.66 -0.165
C -2.33086 -2.60993 0.95812 0.60 0.07 -1.51 -0.509
C -1.51693 0.96847 4.16391 -0.32 0.20 -0.19 -0.926
C -0.97804 1.25877 2.77480 0.30 -2.94 -3.91 -0.721
C -3.77791 -0.06427 0.19352 0.07 -0.88 0.47 -0.493
C -4.01091 1.00764 -0.83898 -0.32 0.33 -0.57 -0.122
C 3.43751 -0.20841 -1.15266 -0.29 -0.18 1.35 -0.531
H 2.13547 0.37583 -2.84058 0.13 -0.16 0.16 0.057
H -1.90728 -3.28004 2.94253 -0.02 -0.31 0.01 0.079
H 3.57411 -1.18283 -0.62155 0.19 0.54 -0.46 0.119
H -4.84563 1.61331 -0.45928 0.13 -0.03 -0.33 0.084
H 2.66194 1.32563 3.54006 -0.13 -0.55 -0.32 0.098
H -1.60147 0.20924 -2.62927 -0.23 -0.33 -0.07 0.020
H 4.66092 1.31984 -2.06579 0.06 -0.16 0.24 0.085
H -2.91628 -0.51944 -3.57003 0.34 -0.07 0.27 0.082
H 1.28800 3.15593 1.41040 0.34 0.05 -0.13 0.032
H -4.47584 -1.97462 -1.91322 0.20 -0.13 -0.05 0.077
H -4.56834 -0.83031 0.17745 -0.11 0.38 -0.32 0.088
H 4.72628 1.38092 1.80888 0.09 -0.05 0.01 0.075
H -1.43834 -2.49534 -1.86136 -0.48 0.26 -0.12 0.105
H 1.11490 2.79378 -1.50743 0.75 0.11 -0.06 -0.034
H 5.10673 -0.32819 1.38598 0.22 0.20 0.04 0.072
H 3.49015 -0.68297 -3.23056 -0.08 0.00 0.07 0.081
H -0.46985 -2.60060 2.13430 -0.54 -0.04 -0.07 0.055
H -3.60325 -3.51689 -1.64300 -0.08 0.11 -0.02 0.070
H 2.80828 -1.03496 1.61589 0.36 0.52 0.16 0.103
H -2.08540 1.86885 4.23603 -0.42 0.71 1.41 0.074
H -3.74324 -4.05806 1.55108 -0.23 0.26 0.03 0.090
H 2.37136 4.41484 0.77472 -0.02 -0.18 0.24 0.087
H 2.99419 3.23788 1.95352 -0.27 -0.01 -0.23 0.079
H 2.01650 -0.37729 3.65147 0.32 0.69 -0.31 0.087
H 1.22645 0.84500 2.68407 -0.12 0.09 -0.04 -0.019
H -1.80664 -3.36257 0.31549 -0.58 0.27 0.33 0.115
H -3.93509 -0.23172 2.39435 -0.16 0.82 -0.83 0.026
H 4.68760 0.12389 3.05752 0.33 0.06 -0.28 0.088
H -1.74489 -1.53980 2.75474 0.23 -0.99 -0.60 -0.011
H -3.14489 1.67947 -0.97051 -0.38 -0.40 0.05 0.015
H 0.42151 -0.78569 1.57228 0.24 -0.12 -2.27 0.039
H 5.43753 -0.26050 -1.82200 0.04 0.39 0.02 0.091
H 2.06971 -1.35867 -2.43276 0.19 0.47 0.04 0.064
H -3.62891 -2.77064 -3.25300 -0.21 -0.14 0.26 0.083
H -4.40592 1.39676 1.69722 -1.16 -0.09 -0.14 0.080
H 0.19039 -0.21405 -1.87470 0.21 -0.18 0.55 -0.055
H 2.29872 4.09796 -1.44140 0.04 -0.13 -0.17 0.085
H -1.26854 -1.17316 -3.69190 -0.20 0.27 0.07 0.081
H 3.87449 2.52787 -0.14443 -0.43 0.59 -0.05 0.093
H -2.78280 0.94906 1.78893 -1.46 -0.01 -0.30 0.006
H 5.24735 0.83724 -0.44886 -0.08 -0.01 -0.11 0.053
H 2.72399 2.59068 -2.29529 -0.12 0.13 0.32 0.068
H -4.40090 -2.98783 0.30644 0.12 0.04 0.28 0.055
H -4.22217 -2.40510 1.99209 0.06 -0.07 -0.21 0.082
H -4.31106 0.57410 -1.80481 0.16 0.27 0.13 0.069
```
Positions in Å, forces in eV/Å.

Results
spin multiplicity	1
HOMO level	-0.26754	hartree
charge	0
gap between HOMO and LUMO	0.27685	hartree
calculated total energy	-3216.97588	Ha
relative energy (zero: lowest compared OMol25 entry of this formula, charge and spin)	84.9	kcal per mole

2.
This record from the Open Molecules 2025 dataset describes a 3-piece molecular cluster, C20H45N3O2P overall in a non-equilibrium geometry. The level of theory is ωB97M-V with the def2-TZVPD basis set.

```
71
Properties=species:S:1:pos:R:3:forces:R:3:lowdin_spin:R:1
P -3.76712 -6.48316 -4.65247 0.09 0.62 0.45 0.000
O 1.28653 2.45417 3.16840 0.11 -0.33 -0.47 0.533
O -1.38925 -2.36007 -1.69740 -0.06 -0.48 -0.65 0.514
N -0.62673 -6.75583 -4.60230 -0.40 0.09 -0.04 0.000
N -0.13228 -2.13320 -1.53000 -1.20 0.42 1.20 0.384
N 0.93250 3.45458 2.43714 0.05 -0.06 1.65 0.369
C 1.81746 5.55635 1.37336 -0.20 -0.01 -0.07 0.002
C 1.56477 -0.32381 -1.85265 0.12 -0.24 -0.04 0.003
C 3.33519 3.99162 2.47643 0.10 -0.32 0.18 -0.001
C 1.92726 4.56583 2.54544 0.50 0.78 -0.86 0.027
C -0.13026 -0.19524 0.05561 -0.22 -0.23 0.48 0.017
C -2.59722 -5.25294 -4.03320 0.88 -0.53 -0.73 0.000
C 1.72643 5.32088 3.85636 -0.32 0.00 0.35 0.016
C -1.30693 2.51713 2.87488 0.09 -0.47 0.19 -0.001
C -0.70746 4.69173 3.87060 0.35 0.18 0.37 0.016
C 0.41972 -1.10152 1.15365 0.06 -0.02 -0.10 0.001
C -1.22972 -5.44566 -4.76013 -0.52 -0.45 0.32 0.000
C -1.09320 4.43927 1.35694 0.19 0.03 -0.16 0.003
C 0.12213 -0.66484 -1.38367 1.10 0.85 -0.55 0.027
C -0.80958 0.12984 -2.29050 -0.40 -0.21 -0.11 -0.001
C 0.43332 -3.03698 -0.47822 1.18 -0.59 0.06 0.028
C -0.05238 -4.45936 -0.70683 -0.54 -0.19 -0.17 -0.001
C 1.96812 -3.11231 -0.54287 0.08 0.18 -0.11 0.002
C 0.01750 -2.55218 0.90748 -0.24 0.33 0.19 0.016
C -0.50811 3.79058 2.64320 -0.97 0.36 -0.91 0.026
C 0.29656 5.83530 4.01365 0.01 -0.06 -0.10 0.001
H 0.28049 0.80822 0.17617 0.00 0.05 -0.12 0.002
H 0.89117 6.12492 1.36359 0.00 -0.02 0.01 0.000
H 0.08658 6.62767 3.29067 0.03 -0.03 -0.04 0.000
H -3.14198 -7.48707 -5.38126 0.04 -0.07 -0.04 0.000
H 2.62622 6.28303 1.44035 0.08 -0.05 0.07 0.000
H -4.43009 -7.09983 -3.59353 -0.22 -0.09 -0.17 0.000
H 1.96536 4.66303 4.69740 -0.01 -0.11 -0.07 0.002
H 2.46203 -2.18000 -0.28599 -0.02 0.00 0.00 0.000
H 1.50549 -1.00531 1.22521 0.00 -0.03 -0.02 0.000
H 2.30456 -3.41626 -1.53540 -0.01 0.00 -0.02 0.001
H -1.84801 0.07478 -1.97082 0.01 -0.08 -0.01 0.000
H 0.42480 -5.12704 0.00773 0.12 0.04 0.04 0.000
H -1.07350 2.04258 3.82571 0.12 0.00 -0.03 0.000
H -1.12587 1.79236 2.07927 0.01 0.02 -0.02 0.000
H 2.16929 -1.20406 -2.04738 -0.04 -0.01 0.05 0.001
H -1.41159 -5.26403 -5.81034 0.32 0.24 -0.37 0.000
H 0.02694 -0.77448 2.11709 0.04 0.06 0.01 0.001
H 2.32152 -3.85665 0.16953 -0.10 -0.06 0.03 0.000
H -0.68340 -7.32971 -5.42833 0.13 -0.08 -0.02 0.000
H 2.43386 6.15037 3.90244 0.05 0.00 -0.08 0.001
H -0.95012 -7.27104 -3.79664 0.27 -0.03 0.16 0.000
H 3.56664 3.36408 3.33401 -0.08 -0.05 -0.02 -0.001
H -0.59308 -4.67351 -4.35313 0.25 0.30 -0.04 0.000
H -0.33413 4.67618 0.61830 0.03 0.02 0.06 0.001
H -1.64454 5.35460 1.57399 0.02 0.01 0.03 0.000
H 4.05567 4.80792 2.45810 -0.04 0.09 -0.03 0.000
H 2.09531 0.29064 -1.12519 -0.02 -0.01 0.04 0.000
H 1.91344 5.04037 0.41680 0.00 -0.02 0.00 0.001
H -2.93657 -4.25479 -4.26202 -0.45 0.31 0.16 0.000
H -4.69500 -5.87398 -5.49325 -0.17 -0.15 0.01 0.000
H 0.20028 -4.80976 -1.71162 0.05 0.05 -0.01 0.000
H 1.54751 0.22112 -2.79555 -0.11 0.10 0.04 0.000
H 0.18196 6.28900 4.99925 -0.03 0.02 0.00 0.001
H -1.06698 -2.65121 1.01966 -0.02 0.00 -0.12 0.003
H 0.46697 -3.19973 1.66231 0.05 -0.08 -0.06 0.002
H -2.45389 -5.36828 -2.97032 -0.16 -0.01 0.44 0.000
H -1.77555 3.75462 0.85307 -0.07 -0.04 0.13 0.000
H -1.21059 -0.10392 0.20885 -0.03 -0.08 -0.11 0.002
H -1.12939 -4.55649 -0.56575 0.00 0.12 -0.04 -0.001
H -0.74851 -0.21737 -3.32276 0.04 -0.01 -0.01 0.000
H -1.72310 5.08908 3.84954 -0.06 -0.07 -0.06 0.002
H -0.64025 4.07348 4.77075 0.08 -0.09 -0.06 0.002
H 3.47163 3.39959 1.57051 -0.03 -0.02 -0.01 0.000
H -0.50735 1.17588 -2.26496 0.09 0.02 0.03 0.000
H -2.37149 2.75082 2.88103 -0.01 0.16 -0.07 0.000
```
Positions in Å, forces in eV/Å.

Results
spin multiplicity	3
HOMO level (alpha / beta)	-0.35519 / -0.39270	hartree
charge	+1
gap between HOMO and LUMO (alpha / beta)	0.23146 / 0.26896	hartree
calculated total energy	-1444.72789	Ha

3.
This record from the Open Molecules 2025 dataset describes a 8-piece molecular cluster, C20H45N4O29S7 overall in a non-equilibrium geometry. The level of theory is ωB97M-V with the def2-TZVPD basis set.

```
105
Properties=species:S:1:pos:R:3:forces:R:3:lowdin_charge:R:1
S -6.56120 5.69647 1.61264 -0.10 0.68 0.83 0.618
S 1.77017 -1.45024 1.66944 1.40 0.10 0.67 0.587
S 7.21916 -4.42768 1.68373 -0.14 -0.25 -0.49 0.609
S 8.19993 -6.13698 -4.12438 0.38 0.03 -0.18 0.639
S -2.42767 -4.71844 -0.94905 0.33 0.37 0.18 0.606
S -2.96721 -0.27564 -4.12193 -0.36 -0.60 -0.47 0.612
S 3.55744 2.54059 5.93691 -0.21 0.07 0.39 0.632
O -2.11912 -3.44467 -1.87442 0.17 -0.35 0.14 -0.199
O 2.63498 -0.10711 1.60337 -0.14 -0.42 -0.19 -0.193
O -3.80043 -4.69027 -0.57173 0.11 -0.19 -0.04 -0.235
O 1.89942 -2.11627 0.42128 -0.31 0.20 -0.05 -0.219
O 4.50018 3.50803 6.36592 -0.04 -0.11 -0.30 -0.199
O -7.64401 6.85583 1.74503 0.51 -0.26 -0.08 -0.167
O 3.10759 1.64572 7.18928 -0.10 -0.04 -0.50 -0.179
O 7.64894 -6.98768 -5.11598 -0.18 0.16 0.24 -0.201
O 6.37129 -5.75788 1.39564 0.41 0.17 -0.07 -0.183
O -1.85883 -1.10852 -3.83314 -0.01 0.48 0.14 -0.188
O 7.57378 -5.95940 -2.85295 0.24 -0.59 -1.22 -0.248
O -3.01908 1.09149 -3.70679 0.08 -0.07 0.10 -0.248
O 2.14972 3.27447 5.69138 0.29 -0.05 0.23 -0.185
O -6.22035 5.52766 3.15930 -0.37 -0.18 -0.47 -0.173
O 8.46483 -4.69619 -4.77728 0.03 -0.39 -0.03 -0.182
O -4.29784 -1.00696 -3.59605 0.32 0.09 -0.10 -0.202
O -1.84360 -5.86246 -1.55380 -0.28 0.05 -0.02 -0.218
O 0.49984 -1.14911 2.24453 -0.07 -0.14 -0.31 -0.236
O 9.73066 -6.53656 -3.87140 -0.32 0.32 0.22 -0.178
O 3.82186 1.66747 4.84228 0.22 0.45 0.53 -0.236
O -1.54951 -4.27639 0.31637 -0.47 0.08 -0.24 -0.181
O -3.29164 -0.34733 -5.68553 -0.14 0.40 0.48 -0.173
O 7.16838 -3.81820 0.20440 -0.38 -0.03 0.41 -0.190
O -5.42553 6.19925 0.92169 -0.15 -0.33 -0.32 -0.210
O 6.46219 -3.57760 2.54100 0.21 0.07 0.02 -0.239
O -7.20232 4.49683 1.16587 0.21 -0.11 -0.11 -0.241
O 2.64801 -2.22586 2.75208 -0.51 0.42 0.02 -0.172
O -7.58578 4.53381 -1.57174 0.22 0.35 -0.68 -0.024
O 8.55255 -4.79920 1.99566 -0.20 0.10 0.21 -0.213
N -5.09990 3.61778 -1.29931 0.34 -0.04 -0.43 0.154
N 0.01584 0.48010 -0.77457 -0.35 -0.12 -0.21 0.040
N -5.87554 1.46749 -1.83585 0.11 0.46 -0.45 0.191
N -7.21061 3.36009 -2.25079 0.20 -0.82 2.16 0.065
C 1.87090 2.14351 7.71575 -0.07 0.41 0.28 -0.159
C -7.97697 7.06336 3.13145 -0.32 -0.22 0.43 -0.136
C -1.28355 1.10356 -0.62097 -0.16 0.93 0.56 -0.278
C 1.13262 2.67018 6.50215 -0.24 -0.39 -0.06 -0.161
C -4.35095 -1.29251 -5.91320 -0.01 -0.56 0.01 -0.144
C -1.31125 3.69218 -0.57730 -0.36 -0.24 0.83 -0.176
C -1.54702 -2.39755 -1.07416 -0.09 0.22 0.27 -0.186
C -1.30452 2.39723 0.27147 0.70 -0.23 -0.38 -0.184
C 9.84883 -4.34049 -4.64053 0.25 0.18 0.36 -0.157
C -6.02012 2.83656 -1.77063 -0.28 0.11 -0.18 -0.343
C -3.81454 3.14701 -0.77765 0.84 1.05 0.60 -0.141
C -0.74820 -3.12290 -0.01287 0.14 -0.01 -0.23 -0.160
C -5.22440 -1.18213 -4.68060 -0.32 0.24 -0.24 -0.152
C 3.92786 -1.57272 2.88934 0.51 0.05 -0.49 -0.139
C -2.72214 4.22543 -0.94994 0.07 -0.36 -0.72 -0.150
C 5.68951 -5.62956 0.13792 -0.44 0.37 -0.10 -0.148
C 10.58432 -5.66483 -4.62648 0.09 0.01 -0.49 -0.156
C 6.62336 -4.79576 -0.71281 0.30 -0.40 0.28 -0.169
C -6.72281 6.66912 3.88371 0.12 0.55 0.05 -0.138
C 3.62599 -0.10897 2.65897 -0.11 -0.12 0.48 -0.148
H -5.96763 7.45582 3.84728 -0.02 -0.01 0.01 0.140
H 0.67388 1.85926 5.93207 -0.01 0.00 0.03 0.133
H -3.90924 -2.28635 -6.00359 -0.03 0.01 0.01 0.141
H 9.97520 -3.80425 -3.69790 0.02 -0.01 -0.01 0.135
H -5.87043 -0.30266 -4.72707 0.01 -0.01 -0.01 0.129
H 4.59683 -1.97405 2.12803 0.03 -0.04 0.08 0.115
H 4.73953 -5.11851 0.31583 0.00 -0.03 -0.03 0.131
H 7.44223 -5.39645 -1.10648 -0.29 0.37 0.50 0.092
H 10.15342 -3.70214 -5.46519 -0.21 -0.04 -0.10 0.137
H -2.70371 4.49396 -2.01248 -0.08 0.15 0.13 0.119
H -5.26195 4.62131 -1.29437 -0.08 -0.03 -0.10 0.160
H 6.10892 -4.29780 -1.52878 0.09 0.21 0.08 0.136
H -4.92649 1.18405 -2.05222 -0.02 -0.21 0.12 0.076
H 1.33113 1.34876 8.22260 0.18 -0.16 -0.08 0.138
H 11.56139 -5.59645 -4.15713 -0.10 -0.14 0.19 0.138
H 4.50235 0.45445 2.35241 -0.12 0.04 -0.21 0.143
H -6.91986 6.40191 4.91737 0.05 -0.27 -0.07 0.143
H -5.82916 -2.06952 -4.51579 0.15 -0.06 0.19 0.142
H 0.37601 3.40582 6.76127 0.14 0.16 -0.10 0.135
H -3.93046 2.98992 0.29745 -0.16 -0.40 -0.18 0.132
H -0.79750 4.46048 0.00482 0.02 0.07 -0.29 0.109
H -1.98874 0.38812 -0.18679 0.04 -0.11 -0.20 0.100
H -2.09791 2.36311 1.02346 0.03 0.08 -0.11 0.097
H -4.88364 -1.04686 -6.82711 0.15 0.22 -0.01 0.141
H -2.96431 5.13076 -0.38702 -0.10 -0.17 0.05 0.108
H -7.91872 2.65029 -2.04660 -0.19 0.06 -0.77 0.158
H -0.57552 -2.51611 0.87566 -0.31 -0.33 -0.10 0.097
H -6.26497 0.97583 -1.04136 -0.14 -0.14 -0.15 0.136
H 0.46955 0.35826 0.11929 0.08 0.10 -0.03 0.035
H -2.36631 -1.82343 -0.63210 0.00 -0.01 0.02 0.121
H 10.69027 -6.07530 -5.63258 0.02 0.03 0.00 0.136
H 2.09624 2.94208 8.42543 -0.04 0.00 -0.01 0.137
H 4.34814 -1.76398 3.87173 -0.22 -0.14 0.05 0.144
H 3.19264 0.34875 3.54264 -0.04 -0.12 -0.27 0.088
H -8.81626 6.41360 3.38350 0.01 0.01 -0.02 0.140
H -0.93385 -1.74359 -1.68391 -0.03 -0.15 -0.11 0.099
H -0.72211 3.48351 -1.47393 -0.06 0.21 0.03 0.114
H -3.45604 2.25604 -1.28479 -0.40 -0.07 0.04 0.088
H 5.49844 -6.60891 -0.29123 0.16 -0.10 0.18 0.140
H 0.61234 1.00454 -1.39870 0.12 0.01 0.10 0.087
H -0.36389 2.39171 0.83295 -0.16 -0.03 0.06 0.107
H 0.20296 -3.46901 -0.40641 0.00 -0.02 -0.02 0.121
H -7.48479 4.36797 -0.61284 -0.17 0.01 0.04 0.044
H -1.63428 1.41869 -1.60973 -0.01 -0.49 0.01 0.082
H -8.25718 8.09930 3.29757 0.08 0.05 -0.25 0.144
```
Positions in Å, forces in eV/Å.

Results
spin multiplicity	1
HOMO level	-0.41163	hartree
charge	+1
gap between HOMO and LUMO	0.31773	hartree
calculated total energy	-5976.94281	Ha